(1)
Density functional theory data (the ωB97M-V functional and the def2-TZVPD basis) for a structure of composition C33H66MnN2O17.

Cartesian coordinates (Å):
Mn  -2.4429  0.4374  0.6565
N  0.5075  -0.6049  0.7561
O  0.0560  -1.0747  1.8317
O  1.6822  -0.7340  0.4040
O  -0.3404  -0.0425  -0.0778
N  -1.8625  2.9833  0.9417
O  -1.9468  2.5077  -0.1985
O  -1.5789  4.1628  1.1990
O  -2.0877  2.1711  1.9043
C  0.9908  -4.4672  2.6797
C  0.6877  -3.3769  3.6774
O  -0.4193  -3.3539  4.2275
C  1.7425  -2.3792  3.9734
H  0.7423  -4.2208  1.6130
H  0.3047  -5.2586  2.8977
H  2.0146  -4.8053  2.7684
H  2.1145  -2.0363  3.0122
H  2.4959  -2.9520  4.5631
H  1.3680  -1.5245  4.6168
C  0.3709  5.6521  -2.6603
C  0.2820  4.1540  -2.4837
O  -0.2129  3.4331  -3.3162
C  0.7937  3.5903  -1.1137
H  -0.5317  6.0850  -2.1592
H  0.3049  5.9257  -3.7175
H  1.2032  6.1655  -2.1629
H  1.8466  3.3740  -1.0469
H  0.3011  2.6122  -0.9775
H  0.5782  4.3426  -0.2548
C  -2.7167  -3.4986  -3.2300
C  -1.8899  -4.1151  -2.1158
O  -2.3209  -5.0205  -1.4497
C  -0.5409  -3.4585  -1.8916
H  -2.9175  -2.4607  -2.9202
H  -3.6582  -4.0685  -3.3969
H  -2.0993  -3.3463  -4.1373
H  -0.0654  -3.0787  -2.8160
H  0.2248  -4.1734  -1.5104
H  -0.6533  -2.6237  -1.1772
C  0.9859  3.5229  4.0105
C  1.8318  3.5407  2.7718
O  2.7052  4.3705  2.5968
C  1.6676  2.4359  1.7810
H  -0.0359  3.2446  3.8049
H  0.9754  4.5024  4.5233
H  1.3166  2.7532  4.7118
H  2.1055  1.5293  2.1707
H  2.3382  2.6369  0.9098
H  0.6854  2.2179  1.4435
C  3.3919  -3.8922  -0.6381
C  4.8307  -3.7389  -0.3813
O  5.3916  -4.5658  0.3162
C  5.6539  -2.4839  -0.8065
H  3.0645  -4.9160  -0.7751
H  3.1833  -3.3406  -1.5831
H  2.8660  -3.3907  0.2058
H  6.4393  -2.1410  -0.0858
H  5.0512  -1.6989  -1.1912
H  6.2305  -2.8290  -1.6980
C  -4.6898  -3.3726  0.5806
C  -3.3717  -2.7503  0.7741
O  -3.1735  -1.6902  0.2155
C  -2.3135  -3.3082  1.6266
H  -5.2401  -2.8257  -0.1585
H  -5.1882  -3.3933  1.5716
H  -4.5056  -4.4021  0.1906
H  -2.1365  -4.3789  1.3887
H  -2.7486  -3.2297  2.6925
H  -1.5312  -2.6052  1.5866
C  -6.1919  1.8573  -0.7499
C  -5.1064  2.0862  0.2473
O  -4.5195  1.0839  0.6897
C  -4.7984  3.5095  0.5582
H  -5.9237  0.9971  -1.3241
H  -6.2053  2.7468  -1.3840
H  -7.2093  1.6625  -0.2921
H  -4.2332  3.5488  1.4914
H  -5.7002  4.0653  0.7102
H  -4.1199  3.8680  -0.1931
C  5.6245  3.2050  0.1284
C  4.9942  2.1572  -0.8223
O  4.8539  2.4465  -1.9924
C  4.5790  0.7910  -0.3080
H  6.5391  2.7900  0.5724
H  4.8738  3.3909  0.9568
H  5.8062  4.0695  -0.4630
H  3.7981  0.3264  -0.9010
H  4.2815  1.0132  0.7353
H  5.5033  0.1419  -0.2423
C  3.4084  -0.3560  -4.9720
C  2.6057  -0.4527  -3.6980
O  2.2995  -1.5018  -3.2034
C  2.1724  0.8652  -2.9753
H  2.7221  -0.5527  -5.8141
H  4.1986  -1.1573  -5.0225
H  3.7050  0.6452  -5.2400
H  3.0854  1.3336  -2.6229
H  1.6294  0.5175  -2.0586
H  1.7157  1.5210  -3.6886
C  -2.8377  2.0084  -3.3838
C  -2.2585  0.8690  -2.6478
O  -2.8377  0.4134  -1.6518
C  -1.0808  0.2136  -3.2881
H  -2.0310  2.7732  -3.3980
H  -3.7856  2.3722  -3.0267
H  -2.9125  1.6396  -4.4150
H  -0.6315  -0.5214  -2.6101
H  -0.3612  0.8701  -3.6963
H  -1.5001  -0.4234  -4.1256
C  -1.1860  0.0544  4.3924
C  -2.4682  -0.6326  3.8626
O  -2.8742  -0.4964  2.7229
C  -3.1447  -1.6093  4.7775
H  -0.6026  0.6489  3.6893
H  -0.5654  -0.6114  4.9939
H  -1.6016  0.7174  5.1259
H  -2.3860  -2.3293  5.0816
H  -3.9306  -2.1885  4.3331
H  -3.4988  -1.1102  5.6781

Calculated values
Multiplicity: 6
E_LUMO (spin up / spin down) (eV): 0.34 / 0.33
Largest force on an atom (eV/A): 3.1
Energy above the lowest of the compared OMol25 structures with the same formula, charge and spin (kJ/mol): 0.00
Calculated total energy (eV): -104394.230
Frontier orbital gap (spin up / spin down) (Eh): 0.3493 / 0.3491
HOMO energy (spin up / spin down) (Eh): -0.337 / -0.337


(2)
Density functional theory data (the ωB97M-V functional and the def2-TZVPD basis) for an isolated molecule of C17H21Cl2N3O3.

Cartesian coordinates (Å):
O  1.6514  1.5966  -1.7465
C  1.8110  1.9280  -0.5923
C  0.8224  2.8326  0.1532
N  -0.3704  2.1879  0.6595
C  -0.1760  1.1002  1.5960
C  0.0051  -0.2682  0.9203
N  -1.1186  -0.5129  0.0379
C  -2.0093  -1.4705  0.3563
O  -1.8471  -2.2128  1.3104
C  -3.2329  -1.6010  -0.5732
C  -4.1775  -2.7163  -0.0917
C  -5.5256  -2.0119  0.0726
C  -5.0916  -0.5622  0.2734
O  -3.9858  -0.3909  -0.5892
C  -1.2498  0.5081  -0.9782
C  -1.4157  1.8754  -0.2938
N  2.8589  1.5215  0.1858
C  3.9161  0.6715  -0.1438
C  4.0463  0.0681  -1.3926
C  5.1190  -0.7638  -1.6471
C  6.0747  -1.0095  -0.6730
Cl  7.4072  -2.0479  -1.0097
C  5.9467  -0.4088  0.5766
Cl  7.1173  -0.6928  1.8074
C  4.8742  0.4245  0.8380
H  0.5015  3.6096  -0.5450
H  1.3218  3.3154  1.0007
H  -1.0750  1.0512  2.2206
H  0.6755  1.3217  2.2424
H  0.9265  -0.3001  0.3301
H  0.0269  -1.0636  1.6669
H  -2.8733  -1.7768  -1.5942
H  -3.8086  -3.0918  0.8640
H  -4.2204  -3.5412  -0.7988
H  -6.1181  -2.0972  -0.8390
H  -6.1033  -2.3929  0.9106
H  -4.7898  -0.3921  1.3171
H  -5.8442  0.1739  -0.0109
H  -0.3460  0.5051  -1.5954
H  -2.1170  0.3224  -1.6050
H  -2.3636  1.8662  0.2555
H  -1.4590  2.6604  -1.0486
H  2.8921  1.8777  1.1313
H  3.3123  0.2566  -2.1576
H  5.2209  -1.2307  -2.6135
H  4.7908  0.8812  1.8127

Calculated values
SMILES string: O=C(CN1CCN(C(=O)[C@H]2CCCO2)CC1)Nc1ccc(Cl)c(Cl)c1
E_LUMO (eV): 0.48
Largest force on an atom (eV/A): 0.5
Energy above the lowest of the compared OMol25 structures with the same formula, charge and spin (kJ/mol): 19.89
Calculated total energy (eV): -53628.135
Frontier orbital gap (Eh): 0.3236
HOMO energy (Eh): -0.306


(3)
Density functional theory data (the ωB97M-V functional and the def2-TZVPD basis) for a structure of composition CH3NO3S.

Cartesian coordinates (Å):
C  -0.3548  0.4049  0.0265
N  1.2215  0.0061  -0.2604
O  0.1498  2.8431  1.1543
O  0.3918  0.8162  2.5569
O  1.7595  1.0863  0.4515
S  0.4196  1.4652  1.2897
H  -0.8321  1.1581  -0.7126
H  -0.6341  -0.6369  0.1707
H  1.2525  -0.7628  0.4618

Calculated values
E_LUMO (eV): 0.53
Largest force on an atom (eV/A): 3.7
Energy above the lowest of the compared OMol25 structures with the same formula, charge and spin (kJ/mol): 373.82
Calculated total energy (eV): -19549.440
Frontier orbital gap (Eh): 0.4271
HOMO energy (Eh): -0.408


(4)
Density functional theory data (the ωB97M-V functional and the def2-TZVPD basis) for an isolated molecule of C8H14.

Cartesian coordinates (Å):
C  -3.1351  -2.8633  1.3592
C  -2.4240  -1.7681  1.5791
C  -1.6586  -1.2311  0.4204
C  -0.8244  -0.1896  0.4427
C  -0.1221  0.2420  -0.8335
C  1.3875  0.0579  -0.6895
C  2.1036  1.2556  -0.0524
C  2.1906  2.5038  -0.8661
H  -3.0882  -3.4466  0.4428
H  -3.8387  -3.3655  2.0173
H  -2.3015  -1.1892  2.4830
H  -1.6919  -1.7454  -0.5321
H  -0.6240  0.4120  1.3229
H  -0.4777  -0.3228  -1.6991
H  -0.4017  1.2740  -1.0578
H  1.8965  0.0621  -1.6841
H  1.6937  -0.9479  -0.4093
H  1.4836  1.5940  0.7955
H  3.1083  0.9396  0.2373
H  1.2715  2.8589  -1.3434
H  2.9322  2.5187  -1.6792
H  2.5203  3.3511  -0.2537

Calculated values
SMILES string: C=C/C=C/CCCC
E_LUMO (eV): 1.18
Largest force on an atom (eV/A): 3.0
Energy above the lowest of the compared OMol25 structures with the same formula, charge and spin (kJ/mol): 165.13
Calculated total energy (eV): -8521.368
Frontier orbital gap (Eh): 0.3596
HOMO energy (Eh): -0.316


(5)
Density functional theory data (the ωB97M-V functional and the def2-TZVPD basis) for a cluster of 14 separate species, C3H34O14 in total.

Cartesian coordinates (Å):
O  2.7694  2.3318  2.3609
H  2.4060  3.2168  2.2524
H  2.6990  2.1597  3.3063
O  4.3706  -0.3845  -0.5070
H  3.4569  -0.2881  -0.2040
H  4.9071  -0.2659  0.2822
O  1.4065  -1.4834  3.3791
H  1.8736  -1.8885  4.1163
H  2.0943  -1.1656  2.7809
O  -1.7436  3.0677  -3.4422
H  -2.0525  3.8623  -3.8898
H  -0.7859  3.1584  -3.4045
O  2.9595  2.9060  -1.8407
H  3.6350  3.4457  -2.2627
H  3.3090  2.7157  -0.9628
O  -0.4828  1.9819  4.9263
H  -0.5439  1.0281  5.0412
H  -1.0984  2.1793  4.2123
O  2.0671  -3.0968  -2.2268
H  1.1176  -2.9862  -2.3248
H  2.3093  -3.7391  -2.9022
O  -4.1721  -0.5672  0.9895
H  -3.6987  -0.8047  0.1834
H  -3.6846  -1.0484  1.6748
O  -2.5174  -2.0830  2.9537
H  -1.5571  -2.0256  2.8916
H  -2.6990  -2.5142  3.7940
O  -0.2852  -3.5785  0.4774
H  0.1920  -4.4145  0.4965
H  -0.4131  -3.3913  -0.4568
O  -3.1931  -1.9849  -1.4472
H  -2.9998  -2.8765  -1.1380
H  -2.8794  -1.9498  -2.3571
O  1.4958  0.3845  -4.3589
H  0.9086  0.8945  -3.7931
H  2.3356  0.3867  -3.8845
O  -3.8294  1.4307  -2.1184
H  -3.1944  1.9299  -2.6535
H  -3.2990  0.7952  -1.6306
C  -0.4121  0.3319  -1.1703
C  0.4293  0.5144  0.0738
C  -0.4071  0.8391  1.2897
O  1.2164  -0.6708  0.3400
H  -0.0675  -0.5563  -1.6957
H  -0.3994  1.2063  -1.8201
H  -1.4555  0.1778  -0.8856
H  1.1742  1.2991  -0.0693
H  0.1867  1.2933  2.0802
H  -0.9262  -0.0526  1.6531
H  -1.1976  1.5514  1.0213
H  0.6754  -1.2719  0.8695

Calculated values
E_LUMO (eV): -0.06
Largest force on an atom (eV/A): 0.9
Energy above the lowest of the compared OMol25 structures with the same formula, charge and spin (kJ/mol): 161.96
Calculated total energy (eV): -32327.680
Frontier orbital gap (Eh): 0.3757
HOMO energy (Eh): -0.378


(6)
Density functional theory data (the ωB97M-V functional and the def2-TZVPD basis) for an isolated molecule of C3H5N3O.

Cartesian coordinates (Å):
C  0.4356  -1.0895  1.7196
N  0.3198  -0.2137  0.5334
C  0.7756  1.0732  0.5431
N  0.3775  1.7216  -0.5131
N  -0.3846  0.8144  -1.2545
C  -0.3830  -0.2686  -0.6002
O  -1.0600  -1.3786  -0.9013
H  0.9547  -0.4832  2.5766
H  0.9840  -2.0095  1.4065
H  -0.4576  -1.4430  2.1822
H  1.6050  1.3715  1.2729
H  -1.7642  -0.9542  -1.5639

Calculated values
SMILES string: Cn1cnnc1O
E_LUMO (eV): 0.60
Largest force on an atom (eV/A): 3.8
Energy above the lowest of the compared OMol25 structures with the same formula, charge and spin (kJ/mol): 195.42
Calculated total energy (eV): -9708.558
Frontier orbital gap (Eh): 0.3671
HOMO energy (Eh): -0.345